[1]
C23H20ClFN4OS | ωB97M-V with the def2-TZVPD basis set

Each line ends with the natural charge from an NBO analysis.
Element x y z (Å)
N: -2.643 -3.521 0.023  -0.318
C: -2.270 -2.454 -0.169  0.291
C: -1.787 -1.147 -0.396  -0.331
C: -0.454 -0.944 -0.569  0.450
O: 0.042 0.274 -0.782  -0.659
H: 1.020 0.197 -0.798  0.523
C: 0.555 -2.068 -0.554  -0.280
N: 1.845 -1.501 -0.220  -0.470
C: 2.979 -2.239 -0.746  -0.209
C: 4.283 -1.695 -0.133  -0.226
N: 4.072 -0.320 0.250  -0.436
C: 5.124 0.587 0.182  0.082
C: 6.466 0.201 0.112  -0.241
C: 7.483 1.130 -0.008  -0.208
C: 7.202 2.484 -0.049  -0.220
C: 5.884 2.901 0.020  -0.284
C: 4.878 1.965 0.122  0.423
F: 3.599 2.421 0.144  -0.341
H: 5.620 3.946 -0.022  0.230
H: 7.996 3.209 -0.136  0.219
H: 8.506 0.789 -0.056  0.216
H: 6.721 -0.845 0.169  0.214
C: 3.120 -0.180 1.341  -0.217
H: 3.618 -0.294 2.318  0.181
C: 2.022 -1.240 1.197  -0.240
H: 1.089 -0.863 1.621  0.222
H: 2.286 -2.161 1.741  0.178
H: 2.674 0.814 1.301  0.221
H: 4.584 -2.313 0.727  0.175
H: 5.071 -1.746 -0.884  0.225
H: 2.988 -2.104 -1.831  0.203
H: 2.900 -3.318 -0.532  0.177
H: 0.232 -2.871 0.125  0.219
H: 0.612 -2.495 -1.563  0.233
C: -2.763 -0.088 -0.423  0.090
N: -4.026 -0.263 -0.251  -0.439
C: -4.734 0.894 -0.313  0.082
C: -3.959 2.003 -0.545  -0.440
S: -2.302 1.591 -0.691  0.438
H: -4.261 3.026 -0.639  0.235
C: -6.179 0.849 -0.133  0.008
C: -6.793 -0.384 0.089  -0.192
C: -8.159 -0.473 0.267  -0.226
C: -8.926 0.681 0.224  -0.039
C: -8.337 1.917 0.004  -0.230
C: -6.970 1.997 -0.173  -0.200
H: -6.519 2.962 -0.343  0.210
H: -8.947 2.806 -0.027  0.226
Cl: -10.638 0.581 0.446  0.002
H: -8.629 -1.428 0.439  0.228
H: -6.177 -1.269 0.120  0.245

As for the highest occupied orbital energy: -7.918 eV. As for the SMILES: N#C/C(=C(/O)CN1CCN(c2ccccc2F)CC1)c1nc(-c2ccc(Cl)cc2)cs1. The HOMO-LUMO gap is 8.24 eV. The energy relative to the best compared isomer or geometry (same formula, charge and spin) comes out at 0.00 kcal per mole.

***

[2]
C17H31Br9O10S2 | ωB97M-V with the def2-TZVPD basis set

Each line ends with the natural charge from an NBO analysis.
Element x y z (Å)
O: -3.734 0.918 6.926  -0.580
C: -3.188 1.513 6.053  0.797
O: -1.952 1.268 5.635  -0.495
C: -1.652 1.975 4.415  -0.074
C: -2.604 3.183 4.464  -0.436
C: -3.807 2.589 5.183  -0.538
H: -1.843 1.344 3.547  0.195
H: -0.592 2.207 4.370  0.199
H: -2.889 3.441 3.444  0.222
H: -2.159 4.016 4.999  0.211
H: -4.480 2.018 4.531  0.251
H: -4.423 3.335 5.676  0.241
O: -4.794 -0.723 3.399  -0.571
C: -3.822 -1.266 3.785  0.800
O: -2.605 -0.992 3.275  -0.502
C: -1.579 -1.790 3.845  -0.076
C: -2.281 -2.777 4.773  -0.432
C: -3.675 -2.218 4.943  -0.545
H: -0.878 -1.183 4.407  0.203
H: -0.999 -2.317 3.092  0.190
H: -1.728 -2.907 5.706  0.222
H: -2.330 -3.802 4.393  0.204
H: -3.729 -1.600 5.845  0.262
H: -4.421 -2.989 5.096  0.242
O: 0.865 0.301 3.229  -0.930
S: 2.028 0.686 2.494  2.369
O: 3.332 0.685 3.091  -0.929
O: 2.040 -0.273 1.189  -0.727
C: 3.267 -0.290 0.429  -0.075
C: 2.811 -0.343 -1.037  -0.635
C: 1.786 2.269 1.643  -0.885
H: 3.856 -1.164 0.704  0.195
H: 3.870 0.600 0.603  0.191
H: 1.839 -0.796 -1.162  0.233
H: 3.590 -0.800 -1.647  0.215
H: 2.782 0.698 -1.367  0.206
H: 1.393 2.037 0.665  0.257
H: 2.744 2.777 1.638  0.251
H: 1.102 2.828 2.276  0.252
O: 0.911 -1.016 -9.143  -0.913
S: 0.649 -1.957 -8.102  2.381
O: 0.595 -3.363 -8.336  -0.932
O: 1.742 -1.681 -6.950  -0.717
C: 1.925 -2.737 -5.986  -0.076
C: 3.040 -2.304 -5.065  -0.627
C: -0.860 -1.439 -7.266  -0.894
H: 2.240 -3.654 -6.484  0.207
H: 0.997 -2.863 -5.425  0.176
H: 3.288 -3.061 -4.319  0.223
H: 2.771 -1.431 -4.464  0.204
H: 3.938 -2.034 -5.620  0.224
H: -1.613 -1.180 -8.003  0.258
H: -0.727 -0.549 -6.651  0.250
H: -1.128 -2.269 -6.615  0.239
C: -1.026 -3.326 -1.086  -0.478
Br: -0.396 -2.147 0.337  0.098
Br: 0.021 -4.983 -0.938  0.073
Br: -0.775 -2.505 -2.786  0.083
H: -2.081 -3.523 -0.986  0.228
C: 4.419 2.807 -4.063  -0.472
Br: 4.122 0.872 -4.024  0.078
Br: 2.759 3.834 -3.954  0.069
Br: 5.328 3.289 -5.699  0.105
H: 4.977 3.115 -3.195  0.221
C: -1.313 4.305 -0.040  -0.485
Br: -1.560 2.580 0.777  0.115
Br: 0.470 4.652 -0.752  0.076
Br: -1.917 5.689 1.200  0.081
H: -1.937 4.421 -0.910  0.223

As for the highest occupied orbital energy: -9.965 eV. The HOMO-LUMO gap is 9.36 eV. The energy relative to the best compared isomer or geometry (same formula, charge and spin) comes out at 0.00 kcal per mole.

***

[3]
C26H22I2NO2Pd | ωB97M-V with the def2-TZVPD basis set

Each line ends with the natural charge from an NBO analysis.
Element x y z (Å)
Pd: 0.208 -0.100 0.354  0.603
I: -0.070 0.352 3.405  0.154
C: 0.034 2.333 2.733  -0.095
C: 0.063 3.258 3.741  -0.271
C: 0.059 4.639 3.462  -0.228
C: -0.006 5.059 2.170  -0.204
C: -0.050 4.126 1.104  0.032
C: -0.166 4.610 -0.221  -0.248
C: -0.251 3.735 -1.263  -0.203
C: -0.161 2.350 -1.029  -0.288
C: 0.003 1.827 0.235  -0.050
C: 0.002 2.722 1.353  -0.199
H: 0.078 2.927 4.770  0.215
H: 0.088 5.349 4.279  0.204
H: -0.036 6.115 1.928  0.197
H: -0.204 5.682 -0.378  0.194
H: -0.365 4.098 -2.278  0.202
H: -0.203 1.669 -1.870  0.233
C: 0.899 -2.573 -1.179  -0.422
N: 1.797 -3.192 -0.223  -0.444
C: 3.003 -3.657 -0.873  -0.412
C: 2.066 -2.349 0.947  -0.243
C: 2.836 -1.060 0.698  -0.117
C: 4.224 -1.101 0.789  -0.214
C: 4.996 0.021 0.528  -0.256
C: 4.355 1.197 0.171  -0.242
C: 2.969 1.249 0.096  -0.192
C: 2.162 0.138 0.361  -0.191
H: 0.585 -3.314 -1.918  0.200
H: 1.341 -1.718 -1.710  0.188
H: -0.017 -2.225 -0.689  0.206
H: 2.739 -4.387 -1.641  0.190
H: 3.654 -4.148 -0.146  0.188
H: 3.579 -2.850 -1.353  0.173
H: 2.623 -2.962 1.663  0.196
H: 1.098 -2.142 1.424  0.199
H: 4.706 -2.030 1.082  0.191
H: 6.076 -0.021 0.609  0.196
H: 4.935 2.088 -0.042  0.196
H: 2.507 2.193 -0.175  0.199
I: -8.650 -0.476 -1.492  0.095
C: -6.571 -0.514 -1.272  -0.145
C: -5.780 -0.900 -2.344  -0.267
C: -4.401 -0.915 -2.193  -0.158
C: -3.818 -0.564 -0.982  -0.138
C: -4.627 -0.186 0.082  -0.156
C: -6.007 -0.151 -0.059  -0.265
C: -2.308 -0.576 -0.842  0.765
O: -1.617 -0.637 -1.862  -0.707
O: -1.884 -0.522 0.363  -0.776
H: -6.234 -1.181 -3.286  0.215
H: -3.752 -1.187 -3.014  0.237
H: -4.155 0.076 1.019  0.243
H: -6.636 0.153 0.768  0.217

As for the highest occupied orbital energy: -4.499 eV. The HOMO-LUMO gap is 6.63 eV. The energy relative to the best compared isomer or geometry (same formula, charge and spin) comes out at 6.36 kcal per mole. The charge is -1.